{
  "formula": "C35H33ClN4Si2Ti",
  "method": "wB97M-V/def2-TZVPD",
  "relative_energy_kcal_mol": 22.48,
  "fmax_ev_per_a": 2.6,
  "total_charge": 2,
  "gap_ev": [4.10, 4.69],
  "elements": ["C", "C", "C", "H", "C", "C", "H", "H", "H", "H", "Ti", "Si", "C", "C", "H", "C", "H", "C", "H", "C", "H", "C", "H", "C", "C", "H", "C", "H", "C", "H", "C", "H", "C", "H", "H", "Si", "C", "C", "H", "C", "H", "C", "H", "C", "H", "C", "H", "C", "C", "H", "C", "H", "C", "H", "C", "H", "C", "H", "H", "Cl", "N", "C", "C", "N", "C", "C", "N", "C", "C", "N", "H", "H", "H", "H", "H", "H"],
  "coordinates": [[-1.2849, -0.6856, 5.4744], [-2.1961, -0.1538, 4.5051], [-2.2791, -1.0882, 3.4183], [-2.8410, 0.7058, 4.6180], [-1.4334, -2.1960, 3.7269], [-0.8210, -1.9611, 4.9896], [-0.2435, -2.7012, 5.5282], [-1.1145, -0.2847, 6.4658], [-2.9622, -1.0470, 2.5842], [-1.3818, -3.1044, 3.1541], [-0.1716, -0.3160, 3.5339], [2.1231, 0.0183, -3.6052], [1.5573, 1.5367, -4.5428], [2.2480, 2.0876, -5.6454], [3.2122, 1.6480, -5.9533], [1.6852, 3.1737, -6.3433], [2.2039, 3.5884, -7.2153], [0.4509, 3.7176, -5.9424], [0.0105, 4.5604, -6.4866], [-0.2401, 3.1614, -4.8524], [-1.2193, 3.5453, -4.5485], [0.3148, 2.0773, -4.1536], [-0.2253, 1.6216, -3.3067], [1.7872, -1.4516, -4.7036], [0.7493, -1.3746, -5.6637], [0.3516, -0.3900, -5.9603], [0.2037, -2.5449, -6.2222], [-0.6218, -2.4663, -6.9397], [0.7304, -3.8012, -5.8818], [0.2700, -4.7164, -6.2741], [1.8914, -3.8655, -5.0885], [2.3816, -4.8351, -4.9275], [2.4354, -2.6949, -4.5209], [3.3575, -2.7243, -3.9190], [1.1328, -0.1161, -2.4959], [0.0390, -0.0220, 0.9048], [-0.7053, -1.6521, 0.2739], [-1.7965, -1.6842, -0.6015], [-2.2464, -0.7472, -0.9403], [-2.3101, -2.9173, -1.0296], [-3.1711, -2.9321, -1.7002], [-1.7071, -4.1122, -0.6154], [-2.0660, -5.0717, -0.9976], [-0.6162, -4.0807, 0.2667], [-0.1586, -5.0091, 0.6170], [-0.0950, -2.8492, 0.6811], [0.7813, -2.7911, 1.3385], [-1.0100, 1.4133, 0.2875], [-2.2095, 1.7153, 0.9615], [-2.4571, 1.2135, 1.9074], [-3.0971, 2.6597, 0.4359], [-4.0389, 2.8368, 0.9574], [-2.7873, 3.3212, -0.7574], [-3.5222, 3.9711, -1.2307], [-1.5399, 3.1221, -1.3581], [-1.2540, 3.6586, -2.2644], [-0.6360, 2.2033, -0.8142], [0.3603, 2.1160, -1.2616], [3.4700, 0.1759, -2.9098], [1.8764, 0.2222, 0.0620], [0.9444, 2.8762, 5.5325], [-0.1649, 3.6126, 5.1159], [-0.7815, 2.8663, 4.1569], [-0.0726, 1.6755, 3.9922], [0.9889, 1.7070, 4.8451], [1.8100, 0.5545, 5.1125], [1.5789, -0.6632, 4.5264], [2.3192, -1.6077, 5.2409], [3.0014, -0.9808, 6.2375], [2.6881, 0.3760, 6.1298], [1.6053, 3.1310, 6.2603], [-0.4160, 4.5533, 5.5695], [-1.6257, 3.0975, 3.5269], [2.3312, -2.6455, 4.9571], [3.6296, -1.3541, 7.0284], [3.0000, 1.1183, 6.7493]]
}



{
  "formula": "C4H3NO2",
  "method": "wB97M-V/def2-TZVPD",
  "relative_energy_kcal_mol": 15.06,
  "fmax_ev_per_a": 0.7,
  "gap_ev": 10.26,
  "smiles": "[H]/N=C1/C=CC(=O)O1",
  "elements": ["H", "N", "C", "C", "C", "C", "O", "O", "H", "H"],
  "coordinates": [[-2.1738, 1.7569, 0.3913], [-1.4298, 1.3942, 0.9851], [-0.6829, 0.5961, 0.3600], [0.4630, -0.1470, 0.9354], [0.9166, -0.9847, 0.0072], [0.3317, -0.5442, -1.2779], [0.7837, -0.6597, -2.3675], [-0.7911, 0.2422, -0.9771], [0.8369, 0.0183, 1.9307], [1.7424, -1.6809, 0.0003]]
}



{
  "formula": "C2H8N3O2",
  "method": "wB97M-V/def2-TZVPD",
  "relative_energy_kcal_mol": 112.82,
  "fmax_ev_per_a": 6.4,
  "spin_multiplicity": 3,
  "total_charge": 1,
  "gap_ev": [8.90, 6.76],
  "s_squared": 2.011,
  "elements": ["C", "C", "N", "N", "N", "O", "O", "H", "H", "H", "H", "H", "H", "H", "H"],
  "coordinates": [[2.5890, -0.4753, 0.3001], [-2.1991, -1.0267, -0.1972], [-1.1847, 1.9355, -0.0097], [0.7547, 0.8955, -0.0589], [-0.5307, 0.9321, 0.1351], [1.3249, -0.2912, -0.4216], [-1.0740, -0.6282, 0.4604], [2.3116, -0.5048, 1.3760], [3.3012, 0.3362, 0.0798], [3.0673, -1.3526, -0.0168], [-1.9176, -2.0272, -0.5417], [-2.4063, -0.3277, -0.9937], [-3.0650, -1.0255, 0.5713], [-2.1296, 1.9190, 0.0719], [1.1581, 1.6411, -0.7549]]
}



{
  "formula": "C12H19NO2",
  "method": "wB97M-V/def2-TZVPD",
  "relative_energy_kcal_mol": 64.12,
  "fmax_ev_per_a": 3.1,
  "gap_ev": 8.88,
  "smiles": "CCN(C)C(C)=O.Cc1ccc(O)cc1",
  "elements": ["C", "C", "N", "C", "C", "C", "O", "H", "H", "H", "H", "H", "H", "H", "H", "H", "H", "H", "C", "C", "C", "C", "C", "O", "C", "C", "H", "H", "H", "H", "H", "H", "H", "H"],
  "coordinates": [[0.2673, -0.3233, 4.3089], [-0.1593, -0.5168, 2.8684], [-1.1315, 0.3751, 2.2235], [-0.5322, 1.4731, 1.4884], [-2.4152, -0.0380, 1.9295], [-2.8128, -1.5463, 1.8913], [-3.3264, 0.6126, 1.4394], [-0.2154, 0.6825, 4.5671], [1.2932, -0.0518, 4.6162], [0.2435, -1.2324, 4.9748], [0.6997, -0.3285, 2.1504], [-0.6054, -1.5743, 2.7448], [-1.0445, 1.8210, 0.5768], [-0.2943, 2.4577, 1.9340], [0.3871, 1.1013, 1.0766], [-3.2199, -1.9527, 2.8477], [-3.5604, -1.6348, 1.0960], [-1.8963, -2.1241, 1.8691], [2.8877, 0.5285, -4.4542], [1.8113, 0.2975, -3.4621], [1.4807, 1.3090, -2.5484], [0.4894, 1.0907, -1.5722], [-0.1429, -0.1591, -1.6452], [-1.4143, -0.2563, -1.2098], [0.4087, -1.2786, -2.2469], [1.3446, -0.9799, -3.2298], [3.7535, 0.0058, -4.0959], [3.2548, 1.5539, -4.5240], [2.5650, 0.1415, -5.4768], [1.9091, 2.3524, -2.5500], [0.0781, 1.9220, -1.0503], [-1.8216, 0.4256, -0.6620], [0.2354, -2.2983, -1.9408], [1.4832, -1.8554, -3.9345]]
}



{
  "formula": "C9H7NO2",
  "method": "wB97M-V/def2-TZVPD",
  "relative_energy_kcal_mol": 172.40,
  "fmax_ev_per_a": 4.5,
  "gap_ev": 7.47,
  "elements": ["C", "C", "C", "C", "C", "C", "C", "C", "C", "N", "O", "O", "H", "H", "H", "H", "H", "H", "H"],
  "coordinates": [[1.2722, 2.2336, 0.0549], [2.4226, -0.5577, 0.5709], [-1.6782, 0.2873, 0.7355], [-1.8867, -1.1536, 0.3286], [-0.9488, 0.9363, -0.4900], [-0.8529, -1.4368, -0.7518], [0.4787, 1.4253, -0.5403], [0.9018, 0.3451, -1.4340], [-0.3990, -0.3139, -1.1845], [3.4288, -0.5285, -0.0666], [2.1027, 2.8493, 0.5726], [1.5671, -0.4310, 1.3435], [-2.6052, 0.8267, 0.8817], [-1.1857, 0.5227, 1.6547], [-1.4947, -1.8321, 1.1607], [-2.9432, -1.4949, -0.0180], [-1.7059, 1.6228, -1.0319], [-0.3647, -2.5273, -0.8587], [3.8911, -0.7732, -0.9274]]
}



{
  "formula": "C4H8OS2",
  "method": "wB97M-V/def2-TZVPD",
  "relative_energy_kcal_mol": 83.69,
  "fmax_ev_per_a": 4.2,
  "gap_ev": [7.91, 6.56],
  "elements": ["C", "C", "C", "C", "O", "S", "S", "H", "H", "H", "H", "H", "H", "H", "H"],
  "coordinates": [[-1.1523, 0.6534, -1.0427], [-1.0767, 0.2001, 0.2550], [-1.1239, 1.2077, 1.4411], [2.2395, -0.7894, -0.6395], [-1.4909, -2.3273, -0.5995], [2.0527, -0.9069, 1.1083], [-1.2681, -1.5292, 0.6189], [-0.8639, 0.0224, -1.8438], [-1.1311, 1.6603, -1.3117], [-0.0266, 1.2874, 1.7132], [-1.7050, 0.7039, 2.3248], [-1.5847, 2.1091, 1.1518], [2.8562, 0.1221, -0.8399], [1.3668, -0.7928, -1.3481], [2.9080, -1.6207, -0.9879]]
}



{
  "formula": "C4H12N2O",
  "method": "wB97M-V/def2-TZVPD",
  "relative_energy_kcal_mol": 81.17,
  "fmax_ev_per_a": 6.4,
  "gap_ev": 9.32,
  "smiles": "CN[C@H](O)N(C)C",
  "elements": ["C", "N", "C", "O", "N", "C", "C", "H", "H", "H", "H", "H", "H", "H", "H", "H", "H", "H", "H"],
  "coordinates": [[2.1792, -0.8200, -0.8791], [0.8680, -0.4625, -1.3677], [-0.5094, -0.6340, -0.3786], [-1.4780, -1.0064, -1.2704], [-0.5631, 0.6613, 0.1043], [0.3622, 0.9462, 1.1970], [-2.1421, 0.5582, 0.8551], [2.6562, -0.0553, -0.2501], [2.8746, -0.9615, -1.7180], [2.1592, -1.7626, -0.3228], [0.8551, 0.4889, -1.7308], [-0.3014, -1.4437, 0.3231], [-1.3010, -0.4508, -2.0458], [1.3361, 1.2385, 0.7986], [0.0062, 1.8132, 1.7612], [0.4814, 0.1127, 1.8982], [-2.1377, 1.0590, 1.8245], [-2.5996, -0.4117, 1.0505], [-2.7458, 1.1304, 0.1507]]
}



{
  "formula": "C3H7O3PS",
  "method": "wB97M-V/def2-TZVPD",
  "relative_energy_kcal_mol": 1.90,
  "fmax_ev_per_a": 3.3,
  "total_charge": -2,
  "gap_ev": 5.74,
  "smiles": "CC[C@H]([S-])[P@](=O)([O-])O",
  "elements": ["C", "C", "C", "S", "P", "O", "O", "O", "H", "H", "H", "H", "H", "H", "H"],
  "coordinates": [[-1.8594, -1.1284, 0.1799], [-0.6233, -0.3179, 0.6653], [0.1863, 0.1578, -0.5002], [1.0358, -1.4208, -1.3917], [1.4308, 1.3122, 0.2271], [2.1022, 0.5377, 1.2927], [0.8182, 2.6301, 0.5029], [2.5861, 1.4033, -0.9353], [-1.6160, -1.8559, -0.5970], [-2.5277, -0.5784, -0.3589], [-2.4148, -1.6004, 0.9451], [-0.9755, 0.6771, 1.1354], [0.0247, -0.9275, 1.2959], [-0.4991, 0.6092, -1.2085], [2.3316, 0.5019, -1.2527]]
}



Please write out number 4 again, unchanged.
{
  "formula": "C12H19NO2",
  "method": "wB97M-V/def2-TZVPD",
  "relative_energy_kcal_mol": 64.12,
  "fmax_ev_per_a": 3.1,
  "gap_ev": 8.88,
  "smiles": "CCN(C)C(C)=O.Cc1ccc(O)cc1",
  "elements": ["C", "C", "N", "C", "C", "C", "O", "H", "H", "H", "H", "H", "H", "H", "H", "H", "H", "H", "C", "C", "C", "C", "C", "O", "C", "C", "H", "H", "H", "H", "H", "H", "H", "H"],
  "coordinates": [[0.2673, -0.3233, 4.3089], [-0.1593, -0.5168, 2.8684], [-1.1315, 0.3751, 2.2235], [-0.5322, 1.4731, 1.4884], [-2.4152, -0.0380, 1.9295], [-2.8128, -1.5463, 1.8913], [-3.3264, 0.6126, 1.4394], [-0.2154, 0.6825, 4.5671], [1.2932, -0.0518, 4.6162], [0.2435, -1.2324, 4.9748], [0.6997, -0.3285, 2.1504], [-0.6054, -1.5743, 2.7448], [-1.0445, 1.8210, 0.5768], [-0.2943, 2.4577, 1.9340], [0.3871, 1.1013, 1.0766], [-3.2199, -1.9527, 2.8477], [-3.5604, -1.6348, 1.0960], [-1.8963, -2.1241, 1.8691], [2.8877, 0.5285, -4.4542], [1.8113, 0.2975, -3.4621], [1.4807, 1.3090, -2.5484], [0.4894, 1.0907, -1.5722], [-0.1429, -0.1591, -1.6452], [-1.4143, -0.2563, -1.2098], [0.4087, -1.2786, -2.2469], [1.3446, -0.9799, -3.2298], [3.7535, 0.0058, -4.0959], [3.2548, 1.5539, -4.5240], [2.5650, 0.1415, -5.4768], [1.9091, 2.3524, -2.5500], [0.0781, 1.9220, -1.0503], [-1.8216, 0.4256, -0.6620], [0.2354, -2.2983, -1.9408], [1.4832, -1.8554, -3.9345]]
}